Entry 1:
Here is a 8-piece molecular cluster, C32H40N8 overall from OMol25. Energies are from wB97M-V/def2-TZVPD.

Results
LUMO energy in eV: 0.20
Structure (SMILES): c1cc[nH]c1.c1cc[nH]c1.c1cc[nH]c1.c1cc[nH]c1.c1cc[nH]c1.c1cc[nH]c1.c1cc[nH]c1.c1cc[nH]c1
Molecular weight in g mol⁻¹: 536.7

The geometry in XYZ format:
```
80
C32H40N8, DFT wB97M-V/def2-TZVPD
C -4.22 2.76 -3.02
C -2.89 2.98 -2.60
C -2.12 1.96 -3.11
N -2.96 1.11 -3.79
C -4.25 1.53 -3.61
H -5.02 3.41 -2.71
H -2.54 3.79 -1.97
H -1.08 1.70 -3.02
H -2.64 0.30 -4.30
H -5.03 0.93 -4.05
C 5.50 0.26 -0.77
C 4.96 0.87 -1.92
C 4.28 -0.05 -2.69
N 4.47 -1.25 -2.04
C 5.15 -1.08 -0.87
H 6.00 0.79 0.02
H 5.06 1.92 -2.15
H 3.77 -0.01 -3.63
H 3.99 -2.09 -2.30
H 5.37 -1.98 -0.32
C -1.40 4.06 1.91
C -1.42 4.56 0.58
C -0.64 3.72 -0.17
N -0.15 2.74 0.65
C -0.66 2.91 1.90
H -1.95 4.46 2.75
H -1.90 5.46 0.24
H -0.32 3.73 -1.20
H 0.53 2.03 0.42
H -0.36 2.22 2.67
C 0.13 -0.14 -0.63
C 0.15 -0.42 0.77
C 1.46 -0.45 1.15
N 2.25 -0.08 0.08
C 1.41 0.22 -0.96
H -0.73 0.04 -1.25
H -0.70 -0.67 1.38
H 1.87 -0.54 2.14
H 3.26 0.02 0.09
H 1.79 0.64 -1.88
C 1.40 -5.10 3.98
C 1.50 -3.74 3.58
C 0.96 -3.65 2.32
N 0.52 -4.89 1.96
C 0.74 -5.77 2.98
H 1.67 -5.46 4.96
H 1.94 -2.89 4.08
H 0.78 -2.82 1.65
H -0.05 -5.05 1.15
H 0.46 -6.81 2.85
C -4.11 -0.30 2.00
C -4.49 -0.42 0.62
C -3.71 0.43 -0.11
N -3.00 1.20 0.78
C -3.21 0.72 2.04
H -4.52 -0.92 2.78
H -5.22 -1.12 0.24
H -3.63 0.58 -1.18
H -2.40 1.95 0.47
H -2.70 1.13 2.90
C 1.70 1.19 4.48
C 2.55 1.98 3.68
C 3.60 1.19 3.27
N 3.49 -0.01 3.92
C 2.36 0.00 4.70
H 0.72 1.40 4.89
H 2.25 2.91 3.22
H 4.34 1.52 2.57
H 4.12 -0.78 3.88
H 2.20 -0.84 5.35
C -2.14 -1.97 -3.03
C -2.97 -2.24 -4.13
C -2.29 -1.94 -5.29
N -1.04 -1.47 -4.91
C -0.99 -1.43 -3.55
H -2.34 -2.06 -1.98
H -3.97 -2.62 -4.04
H -2.57 -2.09 -6.32
H -0.29 -1.14 -5.49
H -0.12 -1.03 -3.05
```

***

Entry 2:
Here is C32H41BrF4N7OPSn as an isolated structure from OMol25. Energies are from wB97M-V/def2-TZVPD.

Results
LUMO energy in eV: -4.37
Total charge: +2
Molecular weight in g mol⁻¹: 845.3

The geometry in XYZ format:
```
88
C32H41BrF4N7OPSn, DFT wB97M-V/def2-TZVPD
Sn -0.41 1.24 -0.12
C -1.29 2.70 3.47
C -0.58 1.36 3.23
N -1.14 0.49 2.18
C -2.55 0.04 2.31
C -3.36 0.34 1.05
N -2.62 -0.06 -0.16
C -3.42 0.04 -1.39
C -3.65 1.46 -1.93
C -2.47 2.11 -2.67
N -1.43 2.74 -1.82
C -1.74 4.08 -1.32
C -2.33 4.06 0.09
N -1.47 3.32 1.02
C -2.13 3.27 2.34
H -0.52 3.42 3.74
H -1.95 2.61 4.34
H -0.52 0.83 4.18
H 0.45 1.57 2.90
H -0.56 -0.34 2.21
H -3.02 0.52 3.16
H -2.57 -1.04 2.49
H -3.58 1.40 0.97
H -4.32 -0.20 1.12
H -2.39 -1.05 -0.05
H -4.40 -0.41 -1.21
H -2.92 -0.55 -2.16
H -4.02 2.11 -1.14
H -4.45 1.36 -2.66
H -2.88 2.86 -3.35
H -1.98 1.34 -3.27
H -0.61 2.84 -2.41
H -2.43 4.61 -1.99
H -0.81 4.65 -1.28
H -3.32 3.60 0.09
H -2.46 5.10 0.42
H -0.61 3.85 1.14
H -3.06 2.71 2.24
H -2.42 4.29 2.64
F 2.26 -5.51 -4.35
C 1.83 -4.76 -3.35
C 1.54 -5.33 -2.12
F 1.68 -6.63 -1.94
C 1.09 -4.53 -1.08
F 0.84 -5.15 0.08
C 0.92 -3.16 -1.21
P 0.37 -2.04 0.17
C -0.93 -3.07 0.95
C -1.89 -3.66 0.12
C -2.88 -4.47 0.65
C -2.94 -4.67 2.03
C -2.04 -4.03 2.86
C -1.03 -3.23 2.33
C 1.83 -2.14 1.27
C 2.21 -3.25 2.03
C 3.38 -3.21 2.77
C 4.18 -2.07 2.77
C 3.80 -0.96 2.03
C 2.63 -1.00 1.28
C 1.19 -2.62 -2.47
Br 0.92 -0.79 -2.82
C 1.65 -3.40 -3.52
F 1.93 -2.85 -4.69
H -1.84 -3.51 -0.96
H -3.59 -4.95 0.00
H -3.69 -5.32 2.44
H -2.11 -4.16 3.93
H -0.31 -2.76 2.99
H 1.59 -4.13 2.06
H 3.67 -4.07 3.34
H 5.09 -2.05 3.35
H 4.41 -0.07 2.04
H 2.33 -0.13 0.70
C 5.52 2.78 -2.68
N 4.20 2.72 -2.07
C 3.95 2.69 -0.65
C 2.44 2.61 -0.62
O 1.76 2.53 0.41
N 1.95 2.63 -1.88
C 3.02 2.68 -2.70
N 2.92 2.69 -4.03
H 6.25 3.02 -1.91
H 5.56 3.55 -3.44
H 5.79 1.82 -3.12
H 4.32 3.60 -0.15
H 4.40 1.82 -0.17
H 2.03 2.60 -4.47
H 3.75 2.65 -4.60
```

***

Entry 3:
Here is C32H41FNPS5W as an isolated structure from OMol25. Energies are from wB97M-V/def2-TZVPD.

Results
LUMO energy (spin up / spin down) in eV: 0.05 / -1.08
Molecular weight in g mol⁻¹: 833.8
Multiplicity: 3

The geometry in XYZ format:
```
82
C32H41FNPS5W, DFT wB97M-V/def2-TZVPD
W -1.44 -2.13 -0.36
C 2.25 0.53 4.40
C 3.47 -0.14 3.64
C 4.44 0.96 3.35
C 3.93 -1.23 4.57
C 3.08 -0.69 2.28
C 4.12 -1.28 1.49
C 3.93 -1.67 0.17
C 2.62 -1.60 -0.31
S 2.18 -1.95 -1.92
C 0.52 -1.44 -1.57
N 0.37 -1.03 -0.28
C 1.54 -1.14 0.43
C 1.78 -0.70 1.78
C -0.57 -1.38 -2.44
C -0.55 -1.94 -3.75
C -1.71 -2.29 -4.31
C -2.94 -1.88 -3.76
C -2.97 -1.08 -2.66
C -1.75 -0.62 -1.95
H 2.62 0.92 5.35
H 1.49 -0.25 4.48
H 1.84 1.36 3.83
H 4.63 1.67 4.16
H 3.99 1.68 2.67
H 5.44 0.74 2.96
H 4.27 -0.64 5.39
H 4.76 -1.86 4.20
H 3.13 -1.88 4.88
H 5.15 -1.30 1.81
H 4.79 -1.91 -0.47
H 0.95 -0.26 2.28
H 0.41 -2.14 -4.18
H -1.58 -2.76 -5.28
H -3.92 -2.22 -4.13
H -3.90 -0.85 -2.28
S -3.61 -1.30 0.34
S -3.29 -3.25 0.84
S -2.27 -4.13 -1.57
S -0.47 -4.51 -0.63
F 0.35 -2.36 5.81
C 0.07 -2.26 4.48
C -0.85 -1.37 4.08
C -1.30 -1.41 2.76
C -0.82 -2.29 1.80
C 0.15 -3.16 2.25
C 0.57 -3.19 3.61
H -1.19 -0.63 4.81
H -2.06 -0.77 2.44
H 0.60 -3.89 1.66
H 1.31 -3.96 3.98
C -4.11 2.03 -1.09
C -3.12 2.20 -2.22
C -3.04 3.68 -2.52
P -1.48 1.29 -1.97
C -0.38 1.61 -3.42
C -1.10 1.34 -4.71
C 0.21 3.06 -3.43
C -0.71 2.14 -0.54
C 0.83 2.16 -0.50
C -1.29 1.74 0.79
H -5.08 2.49 -1.46
H -3.80 2.56 -0.20
H -4.21 1.01 -0.83
H -3.52 1.69 -3.08
H -2.77 4.32 -1.69
H -4.06 3.95 -2.73
H -2.41 3.89 -3.44
H 0.39 0.89 -3.28
H -1.92 2.09 -4.90
H -1.49 0.31 -4.75
H -0.44 1.36 -5.64
H -0.30 3.63 -4.22
H 1.25 3.04 -3.76
H 0.27 3.64 -2.53
H -1.01 3.17 -0.66
H 1.20 3.19 -0.32
H 1.27 1.91 -1.52
H 1.35 1.47 0.19
H -1.33 0.69 0.77
H -2.24 2.17 0.97
H -0.55 2.15 1.53
```

***

Entry 4:
Here is C32H41FeN5S as an isolated structure from OMol25. Energies are from wB97M-V/def2-TZVPD.

Results
LUMO energy (spin up / spin down) in eV: 2.42 / 2.40
Total charge: -1
Molecular weight in g mol⁻¹: 583.6
Multiplicity: 6

The geometry in XYZ format:
```
80
C32H41FeN5S, DFT wB97M-V/def2-TZVPD
Fe 0.03 0.10 -0.06
N 1.27 2.89 2.20
N -1.52 1.80 -0.18
C -0.30 -1.87 -0.18
C -0.72 -1.36 1.11
C 0.43 -0.75 1.73
C 0.53 -0.18 3.12
H -0.44 -0.20 3.62
H 0.89 0.86 3.09
H 1.24 -0.77 3.72
C 1.56 -0.90 0.85
C 2.98 -0.66 1.26
H 3.39 -1.56 1.75
H 3.05 0.17 1.98
H 3.61 -0.44 0.39
C 1.11 -1.58 -0.34
C 1.98 -2.11 -1.43
H 2.83 -1.44 -1.63
H 1.41 -2.24 -2.36
H 2.40 -3.09 -1.15
C -2.06 -1.57 1.74
H -2.06 -2.48 2.36
H -2.84 -1.69 0.98
H -2.32 -0.73 2.39
C -1.11 -2.73 -1.10
H -0.77 -2.61 -2.14
H -2.17 -2.46 -1.05
H -1.01 -3.80 -0.83
C 2.08 3.93 2.37
H 2.66 3.94 3.30
C 2.21 4.95 1.42
H 2.93 5.75 1.60
C 1.41 4.92 0.28
H 1.47 5.71 -0.48
C 0.49 3.88 0.14
H -0.22 3.83 -0.69
C 0.48 2.87 1.11
C -0.33 1.66 1.06
H -0.91 1.49 1.98
C -1.50 0.74 -1.01
C -2.77 2.35 -0.08
H -2.97 3.18 0.57
C -3.54 1.70 -0.97
H -4.56 1.87 -1.26
N -2.76 0.69 -1.53
C -3.24 -0.32 -2.41
C -4.41 -1.03 -2.07
C -4.80 -2.08 -2.90
H -5.71 -2.65 -2.64
C -4.07 -2.44 -4.03
C -4.52 -3.55 -4.92
H -3.66 -4.10 -5.32
H -5.10 -3.18 -5.77
H -5.15 -4.25 -4.37
C -2.92 -1.71 -4.35
H -2.34 -1.97 -5.24
C -2.50 -0.64 -3.55
C -1.29 0.15 -3.94
H -1.40 1.23 -3.77
H -1.09 -0.01 -5.01
H -0.39 -0.19 -3.40
C -5.20 -0.73 -0.83
H -5.79 0.20 -0.92
H -4.58 -0.66 0.08
H -5.91 -1.55 -0.67
S 1.13 1.12 -1.54
C 2.83 1.62 -1.40
N 3.58 1.64 -2.51
C 4.94 2.17 -2.57
C 5.55 2.20 -1.19
C 4.59 2.79 -0.17
N 3.34 2.04 -0.24
H 3.10 1.38 -3.36
H 4.92 3.17 -3.01
H 5.51 1.52 -3.24
H 6.46 2.80 -1.20
H 5.84 1.19 -0.88
H 4.39 3.85 -0.39
H 4.97 2.71 0.85
H 2.68 2.13 0.54
```

***

Entry 5:
Here is a 4-piece molecular cluster, C32H41N5O7 overall from OMol25. Energies are from wB97M-V/def2-TZVPD.

Results
LUMO energy in eV: -0.07
Structure (SMILES): O=NOCc1cc2c(cc1CCCCn1cccc1)C(=O)c1ccccc1C2=O.CNC(C)=O.CNC(C)=O.CNC(C)=O
Molecular weight in g mol⁻¹: 607.7

The geometry in XYZ format:
```
85
C32H41N5O7, DFT wB97M-V/def2-TZVPD
O 2.64 0.48 7.57
N 3.48 1.21 7.25
O 2.98 2.55 7.12
C 3.45 3.09 5.89
C 2.35 3.14 4.84
C 1.13 2.53 5.12
C 0.14 2.54 4.15
C 0.36 3.18 2.93
C 1.57 3.79 2.65
C 2.58 3.76 3.61
C 3.91 4.39 3.25
C 4.56 3.85 1.95
C 4.28 2.38 1.65
C 5.07 1.41 2.54
N 4.54 0.07 2.37
C 4.71 -0.69 1.25
C 4.08 -1.90 1.40
C 3.47 -1.87 2.69
C 3.80 -0.66 3.25
C -0.73 3.15 1.91
O -1.00 4.09 1.21
C -1.46 1.85 1.85
C -1.85 1.28 0.65
C -2.48 0.04 0.67
C -2.69 -0.59 1.89
C -2.31 -0.02 3.09
C -1.68 1.21 3.08
C -1.19 1.88 4.31
O -1.81 1.92 5.34
H 3.88 4.08 6.05
H 4.24 2.45 5.50
H 0.95 2.04 6.06
H 1.73 4.28 1.70
H 4.61 4.32 4.08
H 3.73 5.46 3.12
H 5.64 3.94 2.09
H 4.34 4.46 1.08
H 4.59 2.20 0.62
H 3.23 2.11 1.69
H 5.02 1.70 3.59
H 6.09 1.37 2.17
H 5.29 -0.36 0.40
H 4.02 -2.70 0.69
H 2.89 -2.66 3.13
H 3.52 -0.31 4.23
H -1.63 1.82 -0.26
H -2.77 -0.40 -0.27
H -3.16 -1.57 1.89
H -2.49 -0.53 4.03
C -3.43 -2.91 -4.16
N -2.88 -2.60 -2.86
C -1.60 -2.27 -2.54
C -0.59 -2.21 -3.66
O -1.30 -2.02 -1.38
H -4.22 -2.21 -4.40
H -3.85 -3.92 -4.14
H -2.66 -2.86 -4.93
H -3.51 -2.61 -2.08
H 0.37 -1.94 -3.25
H -0.50 -3.19 -4.14
H -0.88 -1.47 -4.41
C 0.44 -0.11 -9.64
N -0.06 -0.25 -8.29
C 0.58 -0.77 -7.21
C 1.99 -1.27 -7.40
O 0.02 -0.82 -6.12
H 0.42 0.94 -9.93
H -0.20 -0.67 -10.33
H 1.45 -0.48 -9.73
H -1.00 0.06 -8.09
H 2.36 -1.64 -6.45
H 2.01 -2.08 -8.13
H 2.64 -0.46 -7.73
C -6.67 -4.85 0.26
N -6.01 -4.11 -0.80
C -6.32 -2.89 -1.30
C -7.49 -2.16 -0.69
O -5.65 -2.39 -2.20
H -5.96 -5.05 1.06
H -7.04 -5.80 -0.13
H -7.51 -4.29 0.66
H -5.21 -4.54 -1.25
H -7.61 -1.21 -1.19
H -8.41 -2.74 -0.83
H -7.33 -1.99 0.37
```